[1]
Entry from OMol25: 2 unconnected molecules or ions with the total composition C4H13N3 (wB97M-V/def2-TZVPD).

Values from the calculation:
- HOMO-LUMO gap (spin up / spin down): 4.7 / 8.4 eV
- <S²>: 2.01
- HOMO energy (spin up / spin down): -0.50120 / -0.70209 Ha

Geometry as ORCA input:
```
! wB97M-V def2-TZVPD RIJCOSX def2/J DEFGRID3
* xyz 2 3
C 1.85 -1.79 0.13
C 0.18 -1.43 -1.59
C -2.06 2.77 -0.54
C -0.07 -0.29 1.75
N 2.46 -1.64 1.30
N 0.64 -1.29 -0.18
N 0.03 -0.32 0.50
H 2.31 -2.20 -0.65
H 0.23 -0.53 -2.11
H -0.84 -1.65 -1.55
H 0.96 -1.96 -2.23
H -2.98 2.81 -0.11
H -1.69 1.73 -0.26
H -2.46 2.59 -1.61
H -0.45 0.67 2.13
H -1.40 3.28 0.25
H 0.04 -1.09 2.31
H 3.30 -2.15 1.35
H 1.87 -1.35 2.06
H -1.90 3.85 -0.97
*
```

natural (NBO) population analysis, charges in e, atoms 1 to 6:
1. C 0.289
2. C -0.426
3. C -1.319
4. C -0.252
5. N -0.621
6. N -0.079

[2]
Entry from OMol25: a molecular structure, C28H30N2O8S2Zr (wB97M-V/def2-TZVPD).

Values from the calculation:
- HOMO-LUMO gap: 2.9 eV
- HOMO energy: 0.04784 Ha

Geometry as ORCA input:
```
! wB97M-V def2-TZVPD RIJCOSX def2/J DEFGRID3
* xyz -2 1
Zr 1.10 -0.43 1.39
O 1.39 -4.53 2.20
C 1.07 -3.56 1.53
O 1.76 -2.49 1.37
C -0.25 -3.63 0.72
C -0.07 -2.91 -0.62
C -1.17 -3.31 -1.61
C -2.37 -2.51 -1.06
C -1.76 -1.81 0.18
O -0.42 -1.56 -0.28
C -1.49 -2.86 1.30
C -1.25 -2.21 2.66
O -1.92 -2.56 3.62
O -0.36 -1.29 2.67
H -0.48 -4.69 0.59
H 0.95 -2.92 -1.01
H -0.92 -3.00 -2.62
H -1.33 -4.39 -1.61
H -2.68 -1.74 -1.77
H -3.23 -3.12 -0.80
H -1.83 0.19 -0.02
H -2.34 -3.54 1.41
C 3.03 2.08 -4.81
O 4.21 1.61 -4.22
C 4.09 1.16 -2.89
C 5.27 0.86 -2.21
C 5.24 0.42 -0.91
C 4.03 0.26 -0.14
C 4.01 -0.08 1.21
C 5.18 -0.55 2.01
O 2.86 0.04 1.96
C 2.83 0.47 -0.94
O 1.62 0.13 -0.44
C 2.88 0.93 -2.24
H 3.30 2.51 -5.77
H 2.55 2.85 -4.19
H 2.30 1.28 -4.97
H 6.21 1.00 -2.72
H 6.18 0.22 -0.42
H 6.13 -0.39 1.50
H 5.11 -1.62 2.24
H 5.22 -0.03 2.97
H 1.92 1.06 -2.74
S 0.91 1.33 4.15
C 0.30 2.14 2.83
N 0.15 1.64 1.59
C -0.37 2.53 0.70
C -0.62 2.27 -0.66
C -1.22 3.26 -1.43
C -1.56 4.50 -0.89
C -1.30 4.77 0.45
C -0.70 3.79 1.23
S -0.26 3.82 2.91
H -0.30 1.33 -1.09
H -1.40 3.07 -2.48
H -2.02 5.25 -1.51
H -1.55 5.73 0.88
C -4.36 -1.28 1.62
C -3.65 -0.19 0.83
C -3.61 1.10 1.65
C -4.43 0.07 -0.47
N -2.25 -0.53 0.56
H -5.38 -0.94 1.84
H -3.86 -1.50 2.55
H -4.45 -2.21 1.05
H -4.61 1.38 1.97
H -3.18 1.92 1.06
H -2.97 0.95 2.53
H -5.41 0.50 -0.25
H -4.59 -0.84 -1.04
H -3.89 0.78 -1.10
*
```

Löwdin population analysis, charges in e, atoms 1 to 6:
1. Zr 1.780
2. O 0.044
3. C -0.602
4. O -0.151
5. C -0.093
6. C -0.238

[3]
Entry from OMol25: 5 unconnected molecules or ions with the total composition C49H63ClFN5O11PS (wB97M-V/def2-TZVPD).

Values from the calculation:
- HOMO-LUMO gap: 6.7 eV
- HOMO energy: -0.40415 Ha

Geometry as ORCA input:
```
! wB97M-V def2-TZVPD RIJCOSX def2/J DEFGRID3
* xyz 1 1
C -2.62 -2.84 1.50
C -2.55 -1.48 1.07
C -2.59 0.20 1.01
N -1.75 0.71 -0.07
C -1.58 0.02 -1.39
N -2.56 0.00 -2.39
C -3.87 0.67 -2.04
O -4.79 0.96 -3.13
C -6.09 0.29 -3.02
C -7.20 1.35 -3.70
O -8.13 1.76 -2.64
C -8.08 3.20 -2.37
C -8.61 3.52 -0.82
C -2.29 -0.59 -3.73
Cl -3.62 -1.82 -4.30
C -2.20 0.57 -4.93
C -0.88 0.41 -5.89
N -0.18 -0.44 -1.29
C 0.34 -1.71 -1.84
C -0.71 -2.99 -1.85
N -0.64 -3.86 -2.92
C 0.60 0.25 -0.15
C 2.03 0.52 -0.88
C 2.87 1.84 -0.44
C 3.79 1.70 0.91
S 5.10 0.32 0.80
C 0.83 -0.48 1.27
C 1.43 -1.98 1.35
O 2.89 -2.12 1.18
C 3.21 -3.50 0.68
C 4.83 -3.72 0.44
C -0.48 1.47 0.11
P -0.51 2.49 -1.56
N 0.17 3.94 -1.46
C -0.27 2.64 1.19
C -0.24 2.30 2.78
F -1.45 3.58 1.03
H -2.82 -4.01 1.52
H -2.45 0.64 2.09
H -3.73 0.43 0.74
H -4.41 -0.07 -1.27
H -3.75 1.69 -1.44
H -6.47 0.11 -1.93
H -6.17 -0.69 -3.69
H -6.65 2.25 -4.24
H -7.81 0.78 -4.52
H -8.82 3.77 -3.11
H -6.99 3.66 -2.42
H -9.63 2.98 -0.58
H -8.77 4.69 -0.67
H -7.85 3.16 0.00
H -1.32 -1.20 -3.89
H -3.17 0.60 -5.60
H -2.12 1.66 -4.44
H -0.25 1.42 -5.95
H -0.13 -0.43 -5.56
H -1.19 0.18 -7.01
H 0.62 -1.53 -2.99
H 1.35 -2.13 -1.39
H -1.48 -3.24 -1.01
H -1.36 -4.60 -2.74
H 2.77 -0.41 -0.77
H 1.87 0.61 -2.06
H 2.27 2.84 -0.35
H 3.66 2.03 -1.33
H 3.20 1.69 1.92
H 4.45 2.70 0.95
H 5.28 -0.03 2.17
H 1.61 0.21 1.87
H -0.12 -0.50 2.00
H 0.93 -2.78 0.65
H 1.21 -2.37 2.45
H 2.76 -4.25 1.50
H 2.68 -3.73 -0.36
H 5.49 -2.79 0.75
H 5.16 -4.72 0.97
H 5.01 -3.87 -0.72
H -1.90 2.73 -1.95
H 0.15 1.80 -2.64
H 0.94 3.98 -2.18
H 0.68 3.35 1.02
H -0.66 1.27 3.12
H 0.91 2.31 3.11
H -0.72 3.23 3.34
C 5.20 -5.79 3.82
C 4.94 -6.06 5.11
C 5.50 -7.26 5.76
O 5.27 -7.51 6.94
C 6.34 -8.15 4.94
C 6.59 -7.88 3.66
C 6.04 -6.68 3.00
O 6.27 -6.43 1.83
H 4.80 -4.91 3.33
H 4.33 -5.41 5.72
H 6.74 -9.03 5.44
H 7.21 -8.53 3.04
C -9.96 2.50 3.85
C -9.77 3.07 2.66
C -10.82 3.88 2.01
O -10.65 4.41 0.92
C -12.10 4.03 2.74
C -12.29 3.46 3.93
C -11.24 2.65 4.57
O -11.41 2.13 5.67
H -9.20 1.90 4.33
H -8.84 2.97 2.11
H -12.86 4.63 2.26
H -13.22 3.56 4.48
C 11.95 -6.96 1.25
C 12.14 -6.39 0.06
C 11.08 -5.58 -0.58
O 11.26 -5.05 -1.67
C 9.81 -5.42 0.15
C 9.62 -6.00 1.34
C 10.67 -6.81 1.98
O 10.50 -7.33 3.07
H 12.71 -7.56 1.74
H 13.07 -6.49 -0.48
H 9.05 -4.83 -0.33
H 8.68 -5.90 1.89
C 3.02 9.32 -1.25
C 3.58 8.18 -1.66
C 2.77 6.95 -1.80
O 3.28 5.90 -2.17
C 1.33 7.03 -1.48
C 0.78 8.18 -1.08
C 1.58 9.41 -0.94
O 1.07 10.46 -0.57
H 3.59 10.24 -1.14
H 4.63 8.10 -1.89
H 0.76 6.12 -1.59
H -0.28 8.26 -0.84
*
```

Löwdin population analysis, charges in e, atoms 1 to 6:
1. C 0.078
2. C -0.054
3. C -0.140
4. N -0.113
5. C -0.142
6. N 0.014

[4]
Entry from OMol25: a molecular structure, C11H18N2O (wB97M-V/def2-TZVPD).

Values from the calculation:
- HOMO-LUMO gap: 10.2 eV
- HOMO energy: -0.34516 Ha

Geometry as ORCA input:
```
! wB97M-V def2-TZVPD RIJCOSX def2/J DEFGRID3
* xyz 0 1
C 2.62 3.99 -0.89
C 1.62 1.95 -1.93
C 0.42 1.51 -1.20
C 0.61 2.61 -0.24
C -0.84 0.13 0.13
C -0.98 -1.25 0.73
C -2.18 -1.65 1.66
C -2.05 -3.11 2.26
C -1.70 -4.24 1.30
C -0.49 -3.74 0.29
C -0.96 -2.33 -0.34
H 1.55 2.13 -2.94
H 2.38 1.18 -1.70
H -0.58 1.57 -1.57
H -0.09 3.35 0.11
H 1.18 2.07 0.54
H -1.64 0.47 -0.67
H -0.87 1.02 0.94
H -0.27 -1.35 1.62
H -3.08 -1.62 0.98
H -2.23 -0.97 2.47
H -3.12 -3.24 2.64
H -1.29 -3.14 3.06
H -1.27 -5.12 2.12
H -2.41 -4.60 0.49
H -0.63 -4.57 -0.52
H 0.51 -3.66 0.94
H -0.47 -1.73 -1.47
H -2.09 -2.53 -0.74
N 3.45 4.78 -0.66
N 1.55 3.09 -1.11
O 0.38 0.30 -0.58
*
```

natural (NBO) population analysis, charges in e, atoms 1 to 6:
1. C 0.423
2. C -0.207
3. C 0.097
4. C -0.227
5. C -0.050
6. C -0.319

Sequential largest force on an atom output: 8.2 1.0 9.7 8.5 eV Å⁻¹